The following is a DFT calculation (ωB97M-V with the def2-TZVPD basis set) of 2 unconnected molecules or ions with the total composition C2H4ClOP.

The spin multiplicity is 3. The value obtained for the molar mass is 110.48 g mol⁻¹. As for the net charge: 0. The gap between HOMO and LUMO (alpha / beta) is 8.183 / 7.601 eV. The relative energy (zero: lowest compared OMol25 entry of this formula, charge and spin) is 91.80 kJ/mol. The calculation puts the total energy at -955.234727 Eh.

XYZ file:
```
9
Properties=species:S:1:pos:R:3:forces:R:3
C 0.666 -0.800 0.101 0.876 3.138 -0.211
C 0.442 1.174 -0.558 1.113 -1.678 -0.461
O 3.385 -1.117 0.488 1.689 0.397 1.286
P 2.343 -1.424 -0.503 -2.622 0.008 -0.834
Cl 1.591 2.263 0.271 -0.119 -0.638 -0.124
H 0.700 -0.805 1.214 -0.023 0.214 -0.899
H -0.164 -1.339 -0.297 -0.420 -0.307 -0.431
H -0.539 1.655 -0.355 0.433 -1.084 -0.354
H 0.779 1.122 -1.667 -0.928 -0.051 2.027
```
Positions in Å, forces in eV/Å.

The following is a DFT calculation (ωB97M-V with the def2-TZVPD basis set) of 13 unconnected molecules or ions with the total composition C5H38NO14.

The value obtained for the molar mass is 336.35 g mol⁻¹. As for the net charge: +1. The gap between HOMO and LUMO is 9.629 eV. The relative energy (zero: lowest compared OMol25 entry of this formula, charge and spin) is 780.75 kJ/mol. The calculation puts the total energy at -1321.027532 Eh.

XYZ file:
```
58
Properties=species:S:1:pos:R:3:forces:R:3
C -3.164 0.485 -1.098 1.375 1.433 1.726
O -2.725 0.943 -2.321 -0.632 1.543 -2.478
C -2.079 -0.383 -0.407 1.141 0.954 1.584
C -2.422 -1.848 -0.152 -2.735 -0.894 -1.000
C -1.472 -2.619 0.740 0.447 -1.532 1.622
C -1.009 -1.774 1.905 1.564 0.325 -1.139
O -0.290 -0.702 1.349 2.838 2.212 1.762
N -0.771 -0.349 -1.205 -1.715 -3.655 0.031
H -4.070 0.044 -1.248 -2.408 -2.179 0.054
H -3.466 1.387 -0.500 0.393 -0.875 0.116
H -3.496 1.474 -2.686 1.662 -0.891 0.317
H -1.785 0.095 0.614 -0.915 -0.833 -2.159
H -2.722 -2.409 -1.101 1.081 0.668 0.688
H -3.455 -1.852 0.291 1.221 0.224 -0.081
H -1.898 -3.485 1.293 -0.723 0.350 -0.800
H -0.628 -3.133 0.256 -0.089 0.827 -0.264
H -0.449 -2.243 2.675 1.033 -1.195 0.240
H -1.787 -1.389 2.458 -2.538 0.946 0.934
H 0.301 -0.165 2.021 -2.129 -2.025 -1.440
H 0.024 -0.836 -0.785 -0.408 -0.013 1.243
H -0.428 0.538 -1.405 0.518 2.348 -0.802
H -0.878 -1.014 -2.003 -0.160 1.057 -0.444
H -4.467 -1.392 2.011 -1.129 -4.185 2.171
H -4.544 0.118 2.343 -0.365 -0.043 0.727
O -4.313 -0.565 1.726 1.234 4.512 -2.575
H 3.098 -2.446 1.362 0.485 3.000 3.803
H 2.369 -3.707 0.997 -5.172 -6.705 3.686
O 2.876 -3.073 0.773 5.061 2.636 -7.085
H 1.638 1.425 -1.093 -2.154 0.079 0.264
H 0.776 2.578 -1.124 0.010 3.403 -0.727
O 0.685 1.722 -0.827 1.977 -3.551 0.903
H -2.233 2.161 0.143 -0.396 -0.677 -0.355
H -1.092 3.125 0.174 -0.735 -0.170 0.705
O -1.876 2.838 0.696 1.439 1.116 -0.086
H 1.126 4.582 -1.499 -0.115 0.465 0.036
H 2.496 3.858 -1.413 -2.584 1.009 2.110
O 1.660 4.147 -0.826 2.909 -0.771 -2.326
H 2.139 -0.605 1.017 0.294 -1.771 4.962
H 2.414 -0.285 2.639 0.211 0.622 -0.019
O 2.214 -1.032 2.074 -0.003 1.603 -4.403
H 2.231 2.406 1.535 0.151 -0.312 -0.356
H 3.449 2.322 2.283 2.491 2.006 2.386
O 2.915 1.773 1.801 -1.865 -1.405 -2.109
H 1.726 -3.133 -0.532 0.417 0.879 -0.562
H 1.786 -2.267 -1.833 1.443 0.405 -0.963
O 1.216 -2.684 -1.228 -2.104 -0.602 0.747
H 4.312 1.532 0.603 0.035 1.547 -1.788
H 5.192 0.790 -0.162 0.495 0.822 -1.280
O 4.807 1.694 -0.279 -0.687 -2.362 2.509
H 2.536 0.892 -3.235 0.133 -1.943 -4.981
H 3.565 1.569 -2.111 0.125 -0.761 -1.033
O 2.708 1.250 -2.448 0.400 2.623 6.184
H -1.751 -1.479 -3.858 2.426 -0.357 0.764
H -1.258 -2.720 -3.289 -0.112 -2.467 0.627
O -0.892 -1.881 -3.448 -2.408 2.579 -1.781
H 0.013 2.301 3.387 0.670 -1.315 -0.904
H 0.631 1.853 2.014 -0.640 0.034 0.268
O 0.520 1.569 2.933 -0.760 1.261 0.768
```
Positions in Å, forces in eV/Å.

The following is a DFT calculation (ωB97M-V with the def2-TZVPD basis set) of a molecular structure, ArH22O11.

The value obtained for the molar mass is 238.11 g mol⁻¹. As for the net charge: 0. The gap between HOMO and LUMO is 9.477 eV. The relative energy (zero: lowest compared OMol25 entry of this formula, charge and spin) is 119.38 kJ/mol. The calculation puts the total energy at -1368.327498 Eh.

XYZ file:
```
34
Properties=species:S:1:pos:R:3:forces:R:3
Ar -0.263 0.206 -0.377 -0.112 -0.256 0.075
O -0.335 -3.375 -1.809 -0.358 -0.069 -0.027
H -1.225 -3.067 -1.983 -0.290 -0.054 0.109
H 0.181 -3.047 -2.544 0.387 0.025 -0.249
O -2.548 2.980 -0.490 -0.314 0.020 -0.358
H -1.738 2.931 0.017 0.511 0.025 0.261
H -3.207 2.571 0.071 -0.211 -0.044 0.118
O -0.155 2.099 -2.969 0.588 0.664 0.412
H -0.796 2.791 -3.132 -0.195 0.215 -0.045
H -0.621 1.288 -3.174 -0.272 -0.542 -0.143
O -2.606 -2.188 2.537 -0.426 -0.283 0.007
H -2.068 -2.900 2.191 0.250 -0.252 -0.009
H -2.931 -1.732 1.761 -0.149 0.177 -0.216
O -1.505 -0.103 -3.892 0.078 -0.160 -0.050
H -1.665 -0.952 -3.479 0.020 -0.160 0.154
H -2.330 0.109 -4.330 -0.241 0.152 -0.191
O 0.333 3.181 -0.161 -0.123 0.095 0.452
H 0.153 2.669 -0.949 0.008 -0.369 -0.793
H 0.224 4.091 -0.436 0.114 0.330 0.028
O -1.054 -0.195 3.496 0.018 0.742 0.236
H -1.685 -0.880 3.273 -0.149 -0.313 0.026
H -0.205 -0.562 3.252 0.491 -0.056 -0.055
O 2.003 2.391 2.012 0.459 0.070 0.468
H 2.547 1.646 1.759 -0.140 -0.052 0.085
H 1.399 2.507 1.279 -0.384 0.212 -0.379
O 2.024 -2.930 -0.560 0.431 -0.133 -0.100
H 2.097 -2.060 -0.168 0.181 0.266 0.229
H 1.083 -3.066 -0.668 -0.340 -0.165 0.049
O 1.628 -1.383 2.768 -0.102 -0.121 0.301
H 2.227 -1.037 2.107 -0.346 0.023 -0.235
H 2.166 -1.972 3.296 -0.023 -0.213 0.253
O 2.681 -0.267 0.515 0.144 0.030 -0.012
H 3.440 -0.031 1.049 0.571 0.003 -0.037
H 2.751 0.289 -0.261 -0.077 0.193 -0.365
```
Positions in Å, forces in eV/Å.

The following is a DFT calculation (ωB97M-V with the def2-TZVPD basis set) of a gas-phase ion, C3H4ClF3N3 (charge +1).

The value obtained for the molar mass is 174.53 g mol⁻¹. As for the net charge: +1. The gap between HOMO and LUMO (alpha / beta) is 8.892 / 6.812 eV. The relative energy (zero: lowest compared OMol25 entry of this formula, charge and spin) is 364.40 kJ/mol. The calculation puts the total energy at -1040.388938 Eh.

XYZ file:
```
14
Properties=species:S:1:pos:R:3:forces:R:3
C -0.477 -0.217 0.465 0.119 0.335 0.364
C 0.991 -0.125 0.755 2.257 -0.302 0.443
C -0.077 1.037 -1.590 -0.194 -2.711 -0.471
N 1.527 -0.558 -0.432 1.320 0.075 -1.471
N -0.857 0.294 -0.716 -2.832 -1.080 -0.436
N -1.337 -0.851 1.207 -2.882 0.614 -1.605
F 1.279 -0.889 1.853 -0.538 -0.999 -0.122
F 1.485 1.062 1.177 -0.666 1.400 -0.056
F -0.421 0.682 -2.841 0.930 1.064 1.627
Cl 0.636 2.490 -1.281 -0.259 0.115 -0.334
H 2.605 -0.547 -0.488 -2.084 0.070 0.592
H -1.749 -0.216 -1.090 2.087 1.681 0.178
H -1.260 -1.306 2.081 1.269 -0.318 0.945
H -2.345 -0.857 0.900 1.473 0.056 0.347
```
Positions in Å, forces in eV/Å.

The following is a DFT calculation (ωB97M-V with the def2-TZVPD basis set) of a molecular structure, C20H39Cl3FLiN5NaO9S2.

The value obtained for the molar mass is 712.98 g mol⁻¹. As for the net charge: 0. The gap between HOMO and LUMO is 4.537 eV. The calculation puts the total energy at -4182.928124 Eh.

XYZ file:
```
81
Properties=species:S:1:pos:R:3:forces:R:3
C 1.704 -2.590 -0.174 0.277 0.577 -0.397
C 0.291 -2.077 -0.167 0.063 0.033 0.080
O -0.158 -1.477 0.756 -0.272 0.162 0.209
O -0.428 -2.348 -1.306 0.401 -0.710 0.240
C -1.618 -3.115 -1.066 -0.519 0.610 -0.549
C -1.319 -4.587 -0.884 -0.203 -0.177 -0.019
N -0.953 -4.869 0.497 0.279 -0.310 -0.015
C -1.444 -4.341 1.609 0.457 -0.090 -0.421
N -0.831 -4.865 2.668 -0.091 -0.038 0.924
C 0.037 -5.755 2.224 -0.172 0.257 -0.442
N 0.870 -6.496 2.974 0.104 -0.136 -0.188
N 0.000 -5.785 0.871 0.003 -0.172 0.011
H 1.810 -3.374 0.571 -0.045 -0.153 0.034
H 2.026 -2.910 -1.159 -0.076 -0.252 -0.062
H 2.340 -1.766 0.147 0.158 -0.017 0.209
H -2.222 -2.687 -0.255 0.016 -0.036 0.245
H -2.208 -3.019 -1.972 -0.028 0.048 -0.139
H -0.513 -4.917 -1.535 0.216 0.128 -0.030
H -2.197 -5.169 -1.156 -0.166 -0.041 0.111
H -2.240 -3.542 1.541 -1.028 0.953 0.712
H 1.165 -6.162 3.874 -0.253 0.049 0.124
H 1.249 -7.356 2.630 0.163 0.012 -0.027
H 0.516 -6.331 0.205 0.035 0.006 -0.073
N 2.513 -2.813 4.685 0.002 -0.075 0.049
C 2.781 -2.437 5.933 0.050 0.021 0.006
C 1.820 -2.345 6.930 -0.020 -0.009 -0.031
C 0.507 -2.658 6.613 0.013 0.001 0.009
C 0.208 -3.050 5.317 -0.026 -0.010 0.053
C 1.246 -3.110 4.401 0.142 0.010 -0.076
H 3.818 -2.197 6.141 -0.009 0.010 0.044
H 2.096 -2.035 7.928 0.016 0.012 -0.001
H -0.271 -2.596 7.362 -0.008 0.013 0.003
H -0.800 -3.302 5.018 0.010 0.007 -0.052
H 1.057 -3.409 3.378 -0.092 0.085 -0.016
C 2.323 2.595 2.544 0.040 0.168 0.345
S 2.023 1.018 1.786 0.104 -0.204 0.852
O 3.363 0.321 1.692 0.185 0.275 -0.867
C 1.692 1.626 0.169 -0.536 -0.563 -0.700
H 2.601 2.426 3.582 0.029 -0.159 -0.025
H 3.139 3.104 2.027 -0.025 -0.003 -0.048
H 1.417 3.201 2.491 0.025 0.051 -0.179
H 2.558 2.202 -0.167 -0.321 0.770 0.185
H 0.803 2.270 0.174 0.187 0.364 0.031
H 1.522 0.767 -0.488 0.045 -0.035 0.043
C -2.029 4.491 1.328 0.168 -0.013 0.043
C -0.518 4.720 1.584 -0.188 0.091 -0.063
O 0.275 4.041 0.870 -0.002 -0.282 -0.195
O -0.244 5.537 2.462 0.117 -0.042 0.113
H -2.174 3.740 0.543 0.756 -0.141 0.155
H -2.505 4.138 2.246 0.044 0.087 0.049
H -2.497 5.436 1.025 0.314 0.086 0.227
F -3.309 -2.458 1.603 0.664 -0.700 -0.504
O -3.129 5.460 -2.024 0.320 -1.253 0.137
S -3.139 6.348 -3.149 -0.183 0.456 0.156
O -4.171 6.224 -4.128 0.003 -0.175 -0.081
O -1.723 6.269 -3.895 0.065 0.013 0.092
C -1.276 4.983 -4.349 0.066 -0.407 -0.119
C -2.035 4.473 -5.559 -0.181 0.056 0.015
C -3.074 7.942 -2.498 -0.086 0.572 -0.194
H -1.323 4.269 -3.522 -0.076 0.076 0.059
H -0.225 5.119 -4.602 -0.001 0.173 0.073
H -3.080 4.285 -5.322 -0.002 -0.004 0.020
H -1.593 3.540 -5.912 0.087 0.033 0.016
H -2.010 5.207 -6.363 0.049 -0.011 -0.024
H -2.276 8.008 -1.765 -0.006 -0.103 0.025
H -4.064 8.007 -1.992 0.410 0.156 -0.105
H -2.932 8.665 -3.298 -0.112 -0.007 -0.022
Na -3.971 4.236 0.119 -1.401 1.031 -1.037
C -0.209 -1.807 -4.660 -0.093 -0.240 -0.262
O -0.955 -1.601 -5.852 0.059 0.135 0.078
H -0.092 -0.847 -4.166 -0.053 0.031 -0.014
H -0.731 -2.489 -3.985 0.086 0.041 0.106
H 0.783 -2.213 -4.889 0.038 0.021 0.126
H -1.061 -2.449 -6.290 -0.028 0.007 -0.040
Li 4.001 1.606 -0.827 0.183 -0.676 0.479
C 4.965 -2.919 -2.026 -0.140 -0.156 0.097
Cl 3.815 -3.422 -3.259 0.031 -0.007 -0.020
Cl 5.128 -1.150 -1.954 0.106 0.192 -0.034
H 4.621 -3.263 -1.058 -0.044 0.070 0.029
H 5.939 -3.330 -2.259 0.038 0.079 -0.063
Cl -5.474 7.165 -0.587 -0.137 -0.623 0.522
```
Positions in Å, forces in eV/Å.

The following is a DFT calculation (ωB97M-V with the def2-TZVPD basis set) of 9 unconnected molecules or ions with the total composition C9H27N9O18.

The value obtained for the molar mass is 549.36 g mol⁻¹. As for the net charge: 0. The gap between HOMO and LUMO is 10.033 eV. The relative energy (zero: lowest compared OMol25 entry of this formula, charge and spin) is 229.99 kJ/mol. The calculation puts the total energy at -2205.309828 Eh. As for the SMILES: C[N+](=O)[O-].C[N+](=O)[O-].C[N+](=O)[O-].C[N+](=O)[O-].C[N+](=O)[O-].C[N+](=O)[O-].C[N+](=O)[O-].C[N+](=O)[O-].C[N+](=O)[O-].

XYZ file:
```
63
Properties=species:S:1:pos:R:3:forces:R:3
C -0.356 -24.975 -14.448 0.515 0.271 -0.569
N 0.624 -25.514 -13.427 1.176 -0.164 -0.472
O 0.191 -26.221 -12.546 -0.262 0.247 0.057
O 1.835 -25.273 -13.574 -2.086 -0.080 -0.172
H -1.217 -24.492 -13.985 0.371 -0.109 0.317
H -0.720 -25.779 -15.087 0.170 -0.320 0.428
H 0.204 -24.303 -15.099 -0.078 0.108 0.334
C 0.123 -25.242 -9.361 1.054 -0.788 -1.854
N -1.309 -25.053 -9.844 0.830 -0.552 2.879
O -2.046 -25.979 -9.546 -0.090 0.786 -1.069
O -1.654 -23.960 -10.223 -0.185 0.279 -0.812
H 0.417 -24.708 -8.457 -0.854 -0.284 0.192
H 0.847 -24.913 -10.107 -0.494 0.702 -0.348
H 0.299 -26.316 -9.412 -0.352 0.051 0.976
C -0.351 -24.566 -4.964 -0.223 -0.201 0.603
N 0.554 -25.752 -4.927 2.241 -1.803 1.384
O 1.304 -26.112 -5.812 -1.050 1.218 -1.269
O 0.641 -26.338 -3.843 -1.337 0.951 -0.150
H -0.265 -23.943 -5.853 0.217 -0.460 0.102
H -0.095 -24.048 -4.040 0.154 0.274 -0.311
H -1.355 -24.947 -4.774 0.024 -0.064 -0.431
C 3.819 -24.770 -11.578 1.016 0.245 -0.727
N 3.193 -23.420 -11.770 -0.029 0.068 0.418
O 2.675 -22.929 -10.768 0.045 -0.210 -0.770
O 3.313 -22.871 -12.847 -0.224 -0.216 0.648
H 4.409 -24.948 -12.477 -0.151 -0.015 0.054
H 3.109 -25.592 -11.483 -0.138 0.547 0.366
H 4.510 -24.622 -10.748 -0.360 -0.352 0.174
C 3.251 -21.398 -7.541 0.619 1.041 -0.765
N 2.690 -22.384 -6.555 -0.268 0.719 -0.815
O 2.038 -23.292 -7.065 0.465 0.375 1.005
O 2.844 -22.152 -5.365 -0.189 -0.655 -1.092
H 4.219 -21.656 -7.970 0.157 -0.703 0.725
H 3.375 -20.410 -7.099 -0.211 -0.326 0.389
H 2.669 -21.300 -8.457 -0.692 -0.385 0.460
C -3.077 -22.280 -12.397 -0.059 0.645 0.281
N -4.544 -22.051 -12.246 1.019 -0.120 -0.802
O -5.182 -22.148 -13.271 -0.525 0.100 0.055
O -4.957 -21.854 -11.141 -0.746 0.250 0.858
H -2.797 -21.807 -13.338 0.044 -0.720 -0.109
H -3.006 -23.361 -12.277 0.526 0.173 -0.400
H -2.541 -21.764 -11.600 -0.261 -0.281 0.098
C -4.674 -28.225 -10.136 0.654 -0.367 1.303
N -5.933 -28.817 -10.723 0.185 0.318 0.141
O -6.267 -28.256 -11.724 -0.523 0.582 -1.570
O -6.585 -29.715 -10.216 1.185 0.243 0.589
H -4.843 -28.115 -9.065 -0.069 0.014 -0.071
H -4.365 -27.273 -10.567 -0.895 -0.087 -0.226
H -3.783 -28.842 -10.258 -0.446 -0.636 -0.158
C -1.005 -20.900 -8.499 -0.182 -0.187 1.345
N -0.819 -19.510 -8.888 -0.120 1.489 0.671
O -1.676 -18.695 -8.602 0.005 -0.254 -0.470
O 0.270 -19.241 -9.359 -0.074 0.183 -0.404
H 0.040 -21.150 -8.314 -0.415 -1.361 -0.731
H -1.712 -21.395 -9.164 0.868 -0.318 -0.403
H -1.506 -20.927 -7.532 -0.071 0.370 0.011
C -2.290 -29.786 -7.397 1.162 -0.314 1.625
N -1.549 -28.533 -7.866 -2.532 -1.092 -0.933
O -1.427 -27.594 -7.105 0.563 -0.603 -0.517
O -1.374 -28.567 -9.076 1.022 0.634 0.627
H -1.891 -30.685 -7.866 -0.044 0.480 -0.512
H -3.373 -29.724 -7.509 0.270 0.480 -0.276
H -2.033 -29.893 -6.343 -0.322 0.182 0.093
```
Positions in Å, forces in eV/Å.

Max |F|, respectively: 3.26; 9.24; 0.98; 3.36; 2.03; 3.19 eV/A.